Computed, not measured: a structure of composition C30H18AuBF2IN2PS2 in a non-equilibrium geometry, with the ωB97M-V functional and the def2-TZVPD basis.

Computed properties:
- Frontier orbital gap (spin up / spin down): 4.7 / 4.7 eV
- DFT total energy: -83247.358 eV
- Energy relative to the best compared isomer or geometry (same formula, charge and spin): 53.23 kcal per mole

```
58
C30H18AuBF2IN2PS2, DFT the ωB97M-V functional and the def2-TZVPD basis
Au -1.20 -2.01 0.36
I 1.19 -0.02 -2.45
C 3.10 0.30 -1.58
C 4.19 0.07 -2.39
C 5.47 0.43 -1.95
C 5.62 1.08 -0.76
C 4.51 1.36 0.07
C 4.66 2.15 1.23
C 3.58 2.46 2.00
C 2.34 1.89 1.72
C 2.15 1.07 0.63
P 0.55 0.13 0.66
C -0.59 1.55 0.51
C -1.83 1.55 1.14
C -2.68 2.64 1.02
C -2.30 3.73 0.26
C -1.09 3.71 -0.41
C -0.24 2.62 -0.30
C 0.64 -0.29 2.45
C 0.00 0.35 3.51
C 0.14 -0.14 4.80
C 0.92 -1.25 5.05
C 1.59 -1.87 4.01
C 1.45 -1.40 2.72
C 3.22 0.88 -0.30
H 4.05 -0.37 -3.36
H 6.31 0.22 -2.59
H 6.60 1.41 -0.44
H 5.64 2.52 1.48
H 3.67 3.12 2.85
H 1.51 2.08 2.39
H -2.15 0.70 1.72
H -3.63 2.63 1.52
H -2.94 4.59 0.19
H -0.80 4.55 -1.03
H 0.69 2.62 -0.84
H -0.62 1.22 3.33
H -0.38 0.36 5.61
H 1.01 -1.64 6.05
H 2.21 -2.73 4.20
H 1.96 -1.89 1.90
S -0.72 -2.73 -2.08
C -2.28 -2.58 -2.77
C -2.35 -2.29 -4.14
C -3.55 -2.23 -4.81
C -3.60 -1.96 -6.19
N -3.64 -1.78 -7.32
C -4.76 -2.46 -4.09
C -4.71 -2.74 -2.74
C -3.49 -2.78 -2.05
S -3.58 -3.08 -0.36
C -6.00 -2.39 -4.75
N -7.02 -2.33 -5.27
H -1.42 -2.11 -4.66
H -5.62 -2.92 -2.20
F -2.73 -1.22 2.85
B -1.77 -1.98 2.35
F -1.30 -2.81 3.27
```



Computed, not measured: a structure of composition C30H18BrF3IrN3OS, with the ωB97M-V functional and the def2-TZVPD basis.

Computed properties:
- Frontier orbital gap (spin up / spin down): 6.6 / 5.0 eV
- Multiplicity: 2
- Charge: +1
- Expectation value of S²: 0.777
- DFT total energy: -129784.277 eV
- Energy relative to the best compared isomer or geometry (same formula, charge and spin): 0.00 kcal per mole

```
58
C30H18BrF3IrN3OS, DFT the ωB97M-V functional and the def2-TZVPD basis
Ir -0.49 -0.34 -0.24
Br 6.66 -2.06 -1.30
C 4.80 -1.73 -1.35
C 4.05 -2.18 -2.46
C 2.70 -1.96 -2.52
C 2.01 -1.28 -1.48
O 0.74 -1.11 -1.64
C 2.78 -0.83 -0.36
C 2.26 -0.17 0.77
N 1.02 0.16 1.00
C 0.57 0.73 2.21
C 1.36 1.12 3.27
C 0.77 1.67 4.43
C -0.58 1.85 4.53
C -1.41 1.47 3.45
C -2.82 1.65 3.45
C -3.55 1.29 2.35
C -2.90 0.72 1.25
N -1.60 0.50 1.24
C -0.83 0.89 2.31
C 4.18 -1.08 -0.33
H 4.55 -2.69 -3.27
H 2.12 -2.29 -3.36
H 2.99 0.07 1.54
H 2.43 1.02 3.24
H 1.42 1.97 5.25
H -1.02 2.28 5.41
H -3.30 2.09 4.32
H -4.62 1.44 2.31
H -3.44 0.40 0.37
H 4.76 -0.74 0.52
F -3.48 -4.56 -1.41
C -3.73 -4.31 -0.12
F -4.74 -3.42 -0.07
F -4.17 -5.45 0.44
C -2.52 -3.79 0.60
C -2.04 -4.41 1.73
C -0.93 -3.88 2.41
C -0.33 -2.76 1.91
N -0.77 -2.17 0.79
C -1.86 -2.64 0.14
S -2.28 -1.59 -1.19
H -2.53 -5.30 2.10
H -0.54 -4.34 3.31
H 0.54 -2.31 2.38
C -0.74 1.17 -1.31
C -1.05 2.12 -2.05
C -1.41 3.15 -2.93
C -0.94 3.14 -4.26
C -1.30 4.16 -5.12
C -2.12 5.19 -4.67
C -2.60 5.21 -3.36
C -2.24 4.20 -2.49
H -0.31 2.33 -4.58
H -0.94 4.15 -6.14
H -2.40 5.98 -5.35
H -3.24 6.01 -3.03
H -2.60 4.20 -1.47
```



What did the first record say?
Computed, not measured: a structure of composition C30H18AuBF2IN2PS2 in a non-equilibrium geometry, with the ωB97M-V functional and the def2-TZVPD basis.

Computed properties:
- Frontier orbital gap (spin up / spin down): 4.7 / 4.7 eV
- DFT total energy: -83247.358 eV
- Energy relative to the best compared isomer or geometry (same formula, charge and spin): 53.23 kcal per mole

```
58
C30H18AuBF2IN2PS2, DFT the ωB97M-V functional and the def2-TZVPD basis
Au -1.20 -2.01 0.36
I 1.19 -0.02 -2.45
C 3.10 0.30 -1.58
C 4.19 0.07 -2.39
C 5.47 0.43 -1.95
C 5.62 1.08 -0.76
C 4.51 1.36 0.07
C 4.66 2.15 1.23
C 3.58 2.46 2.00
C 2.34 1.89 1.72
C 2.15 1.07 0.63
P 0.55 0.13 0.66
C -0.59 1.55 0.51
C -1.83 1.55 1.14
C -2.68 2.64 1.02
C -2.30 3.73 0.26
C -1.09 3.71 -0.41
C -0.24 2.62 -0.30
C 0.64 -0.29 2.45
C 0.00 0.35 3.51
C 0.14 -0.14 4.80
C 0.92 -1.25 5.05
C 1.59 -1.87 4.01
C 1.45 -1.40 2.72
C 3.22 0.88 -0.30
H 4.05 -0.37 -3.36
H 6.31 0.22 -2.59
H 6.60 1.41 -0.44
H 5.64 2.52 1.48
H 3.67 3.12 2.85
H 1.51 2.08 2.39
H -2.15 0.70 1.72
H -3.63 2.63 1.52
H -2.94 4.59 0.19
H -0.80 4.55 -1.03
H 0.69 2.62 -0.84
H -0.62 1.22 3.33
H -0.38 0.36 5.61
H 1.01 -1.64 6.05
H 2.21 -2.73 4.20
H 1.96 -1.89 1.90
S -0.72 -2.73 -2.08
C -2.28 -2.58 -2.77
C -2.35 -2.29 -4.14
C -3.55 -2.23 -4.81
C -3.60 -1.96 -6.19
N -3.64 -1.78 -7.32
C -4.76 -2.46 -4.09
C -4.71 -2.74 -2.74
C -3.49 -2.78 -2.05
S -3.58 -3.08 -0.36
C -6.00 -2.39 -4.75
N -7.02 -2.33 -5.27
H -1.42 -2.11 -4.66
H -5.62 -2.92 -2.20
F -2.73 -1.22 2.85
B -1.77 -1.98 2.35
F -1.30 -2.81 3.27
```



Please write out number 1 again, unchanged.
Computed, not measured: a structure of composition C30H18AuBF2IN2PS2 in a non-equilibrium geometry, with the ωB97M-V functional and the def2-TZVPD basis.

Computed properties:
- Frontier orbital gap (spin up / spin down): 4.7 / 4.7 eV
- DFT total energy: -83247.358 eV
- Energy relative to the best compared isomer or geometry (same formula, charge and spin): 53.23 kcal per mole

```
58
C30H18AuBF2IN2PS2, DFT the ωB97M-V functional and the def2-TZVPD basis
Au -1.20 -2.01 0.36
I 1.19 -0.02 -2.45
C 3.10 0.30 -1.58
C 4.19 0.07 -2.39
C 5.47 0.43 -1.95
C 5.62 1.08 -0.76
C 4.51 1.36 0.07
C 4.66 2.15 1.23
C 3.58 2.46 2.00
C 2.34 1.89 1.72
C 2.15 1.07 0.63
P 0.55 0.13 0.66
C -0.59 1.55 0.51
C -1.83 1.55 1.14
C -2.68 2.64 1.02
C -2.30 3.73 0.26
C -1.09 3.71 -0.41
C -0.24 2.62 -0.30
C 0.64 -0.29 2.45
C 0.00 0.35 3.51
C 0.14 -0.14 4.80
C 0.92 -1.25 5.05
C 1.59 -1.87 4.01
C 1.45 -1.40 2.72
C 3.22 0.88 -0.30
H 4.05 -0.37 -3.36
H 6.31 0.22 -2.59
H 6.60 1.41 -0.44
H 5.64 2.52 1.48
H 3.67 3.12 2.85
H 1.51 2.08 2.39
H -2.15 0.70 1.72
H -3.63 2.63 1.52
H -2.94 4.59 0.19
H -0.80 4.55 -1.03
H 0.69 2.62 -0.84
H -0.62 1.22 3.33
H -0.38 0.36 5.61
H 1.01 -1.64 6.05
H 2.21 -2.73 4.20
H 1.96 -1.89 1.90
S -0.72 -2.73 -2.08
C -2.28 -2.58 -2.77
C -2.35 -2.29 -4.14
C -3.55 -2.23 -4.81
C -3.60 -1.96 -6.19
N -3.64 -1.78 -7.32
C -4.76 -2.46 -4.09
C -4.71 -2.74 -2.74
C -3.49 -2.78 -2.05
S -3.58 -3.08 -0.36
C -6.00 -2.39 -4.75
N -7.02 -2.33 -5.27
H -1.42 -2.11 -4.66
H -5.62 -2.92 -2.20
F -2.73 -1.22 2.85
B -1.77 -1.98 2.35
F -1.30 -2.81 3.27
```



Among the records above, which one has the highest energy relative to the best compared isomer or geometry (same formula, charge and spin)?
C30H18AuBF2IN2PS2



What did the first record say?
Computed, not measured: a structure of composition C30H18AuBF2IN2PS2 in a non-equilibrium geometry, with the ωB97M-V functional and the def2-TZVPD basis.

Computed properties:
- Frontier orbital gap (spin up / spin down): 4.7 / 4.7 eV
- DFT total energy: -83247.358 eV
- Energy relative to the best compared isomer or geometry (same formula, charge and spin): 53.23 kcal per mole

```
58
C30H18AuBF2IN2PS2, DFT the ωB97M-V functional and the def2-TZVPD basis
Au -1.20 -2.01 0.36
I 1.19 -0.02 -2.45
C 3.10 0.30 -1.58
C 4.19 0.07 -2.39
C 5.47 0.43 -1.95
C 5.62 1.08 -0.76
C 4.51 1.36 0.07
C 4.66 2.15 1.23
C 3.58 2.46 2.00
C 2.34 1.89 1.72
C 2.15 1.07 0.63
P 0.55 0.13 0.66
C -0.59 1.55 0.51
C -1.83 1.55 1.14
C -2.68 2.64 1.02
C -2.30 3.73 0.26
C -1.09 3.71 -0.41
C -0.24 2.62 -0.30
C 0.64 -0.29 2.45
C 0.00 0.35 3.51
C 0.14 -0.14 4.80
C 0.92 -1.25 5.05
C 1.59 -1.87 4.01
C 1.45 -1.40 2.72
C 3.22 0.88 -0.30
H 4.05 -0.37 -3.36
H 6.31 0.22 -2.59
H 6.60 1.41 -0.44
H 5.64 2.52 1.48
H 3.67 3.12 2.85
H 1.51 2.08 2.39
H -2.15 0.70 1.72
H -3.63 2.63 1.52
H -2.94 4.59 0.19
H -0.80 4.55 -1.03
H 0.69 2.62 -0.84
H -0.62 1.22 3.33
H -0.38 0.36 5.61
H 1.01 -1.64 6.05
H 2.21 -2.73 4.20
H 1.96 -1.89 1.90
S -0.72 -2.73 -2.08
C -2.28 -2.58 -2.77
C -2.35 -2.29 -4.14
C -3.55 -2.23 -4.81
C -3.60 -1.96 -6.19
N -3.64 -1.78 -7.32
C -4.76 -2.46 -4.09
C -4.71 -2.74 -2.74
C -3.49 -2.78 -2.05
S -3.58 -3.08 -0.36
C -6.00 -2.39 -4.75
N -7.02 -2.33 -5.27
H -1.42 -2.11 -4.66
H -5.62 -2.92 -2.20
F -2.73 -1.22 2.85
B -1.77 -1.98 2.35
F -1.30 -2.81 3.27
```